Formula: C3H4O3
Source: the OMol25 dataset
Level of theory: ωB97M-V with the def2-TZVPD basis set

The geometry in XYZ format:
```
10
Properties=species:S:1:pos:R:3:forces:R:3:mulliken_charge:R:1
O -2.0923 0.5162 -0.5448 0.26 0.10 0.04 -0.569
C -1.0014 0.6395 -0.0102 -0.14 0.01 -0.29 0.121
C 0.0369 -0.3630 -0.2778 -0.30 -0.45 0.35 -0.113
O -0.3099 -1.3612 -1.1104 -0.36 -0.30 0.21 -0.528
C 1.0666 -0.4147 0.6105 -0.20 -0.15 -0.26 0.003
O 1.6395 0.7883 0.8079 -0.33 0.27 -0.16 -0.446
H -0.8275 1.3755 0.7989 0.07 -0.12 -0.28 0.364
H -1.2278 -1.1475 -1.3612 -0.10 -0.18 -0.05 0.373
H 1.4543 -1.2574 1.1773 0.20 0.08 -0.47 0.378
H 1.2716 1.2117 -0.0010 0.89 0.72 0.91 0.416
```
Positions in Å, forces in eV/Å.

Results
Frontier orbital gap (spin up / spin down) ... 8.68 / 8.68 eV
Energy ... -9316.2017 eV
Energy relative to the best compared isomer or geometry (same formula, charge and spin) ... 2.499 eV
SMILES ... O=C/C(O)=C\O
HOMO level (spin up / spin down) ... -8.74 / -8.74 eV

Formula: C3H4O3
Source: the OMol25 dataset
Level of theory: ωB97M-V with the def2-TZVPD basis set

The geometry in XYZ format:
```
10
Properties=species:S:1:pos:R:3:forces:R:3:mulliken_charge:R:1
C -0.1729 0.4569 -0.2080 -0.14 0.02 -1.46 0.278
C 0.7884 -1.7247 -0.2435 1.27 3.09 0.35 0.451
C -0.2935 1.9016 0.6386 -0.29 -1.61 1.81 -0.741
O -0.6944 0.4018 -1.2844 0.75 0.38 2.05 -0.360
O 1.8901 -2.0101 -0.5762 -0.23 0.19 0.16 -0.406
O -0.2641 -2.4528 -0.2062 -1.76 -0.36 0.31 -0.319
H 0.0098 2.6909 -0.0160 0.35 0.23 -0.60 0.275
H 0.1646 2.0955 1.7084 -0.62 -1.11 -2.33 0.267
H -1.3972 1.9562 0.7433 0.61 0.03 -0.01 0.245
H -0.0308 -3.3153 -0.5561 0.06 -0.87 -0.27 0.308
```
Positions in Å, forces in eV/Å.

Results
Frontier orbital gap (spin up / spin down) ... 8.12 / 8.01 eV
Energy ... -9314.7209 eV
Energy relative to the best compared isomer or geometry (same formula, charge and spin) ... 3.980 eV
HOMO level (spin up / spin down) ... -8.41 / -8.32 eV

Formula: C3H4O3
Source: the OMol25 dataset
Level of theory: ωB97M-V with the def2-TZVPD basis set

The geometry in XYZ format:
```
10
Properties=species:S:1:pos:R:3:forces:R:3:mulliken_charge:R:1
C -0.7197 0.0328 0.9409 -0.28 0.87 1.39 -1.389
C -0.2174 0.7138 -0.2973 -0.45 1.56 -1.40 0.879
O -0.6149 1.7911 -0.7235 0.45 -1.93 1.14 -0.479
C 0.8997 0.0252 -1.0993 1.16 -0.30 0.03 0.467
O 1.5818 0.6010 -1.9001 -0.77 -0.82 0.62 -0.454
O 1.1411 -1.2813 -0.7290 0.30 0.93 -0.90 -0.480
H 0.1083 -0.1877 1.6768 -0.78 0.31 -0.79 0.384
H -1.4358 0.7562 1.3826 0.50 -0.51 0.04 0.302
H -1.2891 -0.8861 0.7861 0.16 -0.05 -0.36 0.413
H 0.5459 -1.5650 -0.0371 -0.30 -0.07 0.24 0.357
```
Positions in Å, forces in eV/Å.

Results
Frontier orbital gap ... 10.09 eV
Energy ... -9317.8189 eV
Energy relative to the best compared isomer or geometry (same formula, charge and spin) ... 0.882 eV
SMILES ... CC(=O)C(=O)O
HOMO level ... -10.50 eV

Formula: C3H4O3
Source: the OMol25 dataset
Level of theory: ωB97M-V with the def2-TZVPD basis set

The geometry in XYZ format:
```
10
Properties=species:S:1:pos:R:3:forces:R:3:mulliken_charge:R:1
O -1.1892 -1.7832 0.3914 0.07 2.48 -2.93 -0.350
C 0.4964 -0.1786 1.0061 0.78 0.37 -0.22 -0.604
C -0.0538 0.2300 -0.1446 0.56 0.05 1.13 0.462
O -1.0011 -0.5227 -0.7270 -0.04 -2.62 1.61 -0.288
C 0.5434 1.3915 -0.8987 -0.46 0.35 0.35 -0.080
O 0.9805 2.3634 -0.3311 -0.18 -0.45 -0.38 -0.441
H -1.9555 -2.0251 -0.1222 -0.85 -0.68 -0.19 0.330
H 1.0042 0.5032 1.6635 0.63 0.11 -0.33 0.314
H 0.5544 -1.2485 1.1632 -0.43 0.45 0.70 0.331
H 0.6207 1.2700 -2.0006 -0.10 -0.04 0.26 0.326
```
Positions in Å, forces in eV/Å.

Results
Frontier orbital gap (spin up / spin down) ... 7.93 / 7.94 eV
Energy ... -9312.8098 eV
Energy relative to the best compared isomer or geometry (same formula, charge and spin) ... 5.891 eV
HOMO level (spin up / spin down) ... -9.24 / -9.24 eV